{
  "formula": "C4H12",
  "method": "ωB97M-V with the def2-TZVPD basis set",
  "gap_ha": 0.4644,
  "e_above_lowest_ev": 0.940,
  "smiles": "CC.CC",
  "elements": ["C", "C", "H", "H", "H", "H", "H", "H", "C", "C", "H", "H", "H", "H", "H", "H"],
  "coordinates": [[-1.806, -0.658, -1.800], [-0.762, 0.215, -2.532], [-2.374, -1.051, -2.600], [-1.174, -1.450, -1.256], [-2.386, -0.154, -1.100], [0.188, 0.011, -2.115], [-0.894, 1.286, -2.432], [-0.796, 0.090, -3.592], [0.796, 0.769, 2.493], [1.690, -0.374, 1.850], [-0.217, 0.704, 2.231], [1.103, 0.985, 3.557], [1.209, 1.686, 2.155], [1.283, -1.321, 1.953], [1.895, -0.065, 0.815], [2.650, -0.436, 2.320]],
  "atomic_forces_ev_per_a": [[3.29, -1.08, -0.47], [-0.84, 0.84, 0.71], [-1.09, -1.00, -0.20], [-1.49, 0.76, -0.82], [-1.07, 0.92, 1.14], [1.24, -0.19, -0.05], [-0.33, 0.34, 0.40], [0.29, -0.59, -0.70], [3.49, -0.62, 1.11], [-0.17, 2.98, 0.06], [-1.37, -0.10, 0.19], [-1.26, -1.15, -0.49], [0.02, 1.06, -1.22], [-1.06, -1.78, -0.21], [-0.27, -0.63, 0.08], [0.62, 0.23, 0.46]]
}


{
  "formula": "C4H12",
  "method": "ωB97M-V with the def2-TZVPD basis set",
  "gap_ha": 0.4628,
  "e_above_lowest_ev": 0.338,
  "smiles": "CC.CC",
  "elements": ["C", "C", "H", "H", "H", "H", "H", "H", "C", "C", "H", "H", "H", "H", "H", "H"],
  "coordinates": [[-1.708, 0.499, 0.893], [-1.828, 1.998, 1.101], [-1.788, -0.066, 1.816], [-2.507, 0.167, 0.235], [-0.815, 0.189, 0.356], [-1.704, 2.566, 0.173], [-2.871, 2.209, 1.369], [-1.130, 2.469, 1.776], [1.902, -2.004, -0.730], [1.749, -0.545, -1.175], [2.496, -2.086, 0.169], [0.933, -2.447, -0.594], [2.383, -2.585, -1.518], [1.970, -0.327, -2.211], [2.208, 0.162, -0.493], [0.708, -0.199, -1.168]],
  "atomic_forces_ev_per_a": [[0.07, -0.10, -0.46], [-0.75, 0.38, -0.82], [0.06, -0.02, 0.13], [-0.30, -0.04, 0.06], [0.36, 0.13, 0.27], [0.11, -0.31, -0.19], [0.32, 0.17, 0.46], [0.09, -0.22, 0.58], [0.18, 0.41, -0.95], [-1.24, 0.55, 0.17], [0.02, -0.11, 0.24], [-0.37, -0.30, 0.35], [0.14, -0.04, 0.13], [0.86, -0.15, -0.13], [0.59, 0.07, -0.16], [-0.16, -0.43, 0.31]]
}


{
  "formula": "C4H12",
  "method": "ωB97M-V with the def2-TZVPD basis set",
  "gap_ha": 0.4683,
  "e_above_lowest_ev": 0.342,
  "smiles": "CC.CC",
  "elements": ["C", "C", "H", "H", "H", "H", "H", "H", "C", "C", "H", "H", "H", "H", "H", "H"],
  "coordinates": [[0.395, 1.605, -1.183], [-1.026, 1.115, -1.163], [0.878, 1.607, -0.211], [1.029, 1.042, -1.869], [0.481, 2.627, -1.555], [-1.439, 1.049, -0.146], [-1.783, 1.794, -1.564], [-1.206, 0.126, -1.576], [0.269, -1.794, 0.546], [0.419, -0.949, 1.801], [0.988, -2.605, 0.493], [-0.762, -2.132, 0.414], [0.331, -1.256, -0.411], [1.443, -0.587, 1.906], [0.170, -1.596, 2.640], [-0.188, -0.046, 1.880]],
  "atomic_forces_ev_per_a": [[0.71, 0.46, -0.63], [-1.62, -0.03, 1.05], [-0.01, -0.20, 0.18], [-0.06, -0.22, 0.12], [-0.20, 0.12, 0.09], [0.50, -0.20, 0.14], [0.43, 0.07, -0.69], [0.23, 0.01, -0.28], [-0.93, 0.80, -1.20], [0.39, -0.07, 0.01], [-0.14, -0.23, 0.18], [0.10, -0.64, 0.58], [0.70, 0.36, 0.38], [0.10, -0.22, 0.13], [0.15, 0.20, 0.29], [-0.33, -0.23, -0.36]]
}


{
  "formula": "C4H12",
  "method": "ωB97M-V with the def2-TZVPD basis set",
  "gap_ha": 0.4490,
  "e_above_lowest_ev": 1.216,
  "smiles": "CC.CC",
  "elements": ["C", "C", "H", "H", "H", "H", "H", "H", "C", "C", "H", "H", "H", "H", "H", "H"],
  "coordinates": [[1.806, -1.807, -0.122], [1.888, -0.442, 0.529], [1.986, -2.503, 0.667], [0.815, -1.897, -0.684], [2.510, -1.937, -0.971], [1.060, -0.444, 1.294], [1.738, 0.418, -0.134], [2.771, -0.435, 1.251], [-2.599, 1.190, 0.209], [-1.191, 1.032, -0.561], [-2.461, 2.237, 0.523], [-3.229, 1.097, -0.748], [-2.505, 0.434, 0.952], [-0.490, 1.093, 0.194], [-1.024, 1.855, -1.267], [-1.076, 0.110, -1.132]],
  "atomic_forces_ev_per_a": [[-0.80, 0.93, -2.49], [-0.31, -0.37, 2.39], [-0.23, -1.06, 0.03], [0.96, -0.32, 1.27], [0.10, 0.00, 0.82], [0.42, 0.37, -0.84], [0.53, -0.20, 0.31], [-0.60, 0.61, -1.47], [2.47, 0.97, -4.49], [-1.78, 0.34, -0.72], [-1.02, -0.57, 0.46], [-0.31, -0.06, 2.44], [-1.13, -0.42, 0.64], [1.96, -0.02, 1.21], [-0.13, -0.08, 0.19], [-0.14, -0.13, 0.25]]
}


{
  "formula": "C4H12",
  "method": "ωB97M-V with the def2-TZVPD basis set",
  "gap_ha": 0.4626,
  "e_above_lowest_ev": 0.583,
  "smiles": "CC.CC",
  "elements": ["C", "C", "H", "H", "H", "H", "H", "H", "C", "C", "H", "H", "H", "H", "H", "H"],
  "coordinates": [[0.451, 0.984, 0.979], [0.717, 2.392, 1.555], [-0.241, 0.916, 0.113], [1.431, 0.564, 0.638], [0.055, 0.348, 1.747], [1.546, 2.165, 2.236], [-0.156, 2.736, 2.113], [0.906, 3.135, 0.884], [-1.115, -1.965, -0.781], [-0.044, -1.383, -1.724], [-0.727, -2.685, -0.124], [-1.700, -1.181, -0.208], [-1.886, -2.378, -1.443], [0.858, -2.065, -1.773], [0.323, -0.368, -1.423], [-0.417, -1.215, -2.788]],
  "atomic_forces_ev_per_a": [[0.61, 0.39, -1.41], [-1.03, -3.03, 2.08], [0.33, 0.34, 0.58], [-0.84, 0.13, 0.21], [-0.12, -0.41, 0.41], [-0.10, 0.97, 0.05], [0.10, -0.09, 0.26], [1.03, 1.79, -2.07], [-1.54, 2.16, -1.42], [0.89, 0.62, -0.82], [0.38, -0.96, 0.89], [0.98, -0.71, -0.44], [0.13, -0.51, 0.43], [-0.98, 0.77, -0.07], [-0.19, -1.00, -0.04], [0.35, -0.47, 1.35]]
}


{
  "formula": "C4H12",
  "method": "ωB97M-V with the def2-TZVPD basis set",
  "gap_ha": 0.4598,
  "e_above_lowest_ev": 0.667,
  "smiles": "CC.CC",
  "elements": ["C", "C", "H", "H", "H", "H", "H", "H", "C", "C", "H", "H", "H", "H", "H", "H"],
  "coordinates": [[0.109, 2.680, 0.147], [-0.874, 1.610, 0.579], [1.092, 2.381, -0.176], [-0.327, 3.379, -0.577], [0.257, 3.465, 0.912], [-1.639, 1.474, -0.188], [-1.452, 2.029, 1.408], [-0.612, 0.642, 0.989], [0.419, -2.361, -1.106], [0.402, -2.029, 0.408], [0.898, -3.315, -1.313], [-0.533, -2.230, -1.613], [1.132, -1.707, -1.604], [-0.113, -1.092, 0.521], [-0.161, -2.879, 0.793], [1.403, -2.048, 0.821]],
  "atomic_forces_ev_per_a": [[0.09, 1.57, 0.54], [-1.59, 0.79, 0.47], [0.20, -0.32, -0.29], [-0.03, -0.77, -0.59], [0.30, -0.82, 0.41], [0.20, -0.39, -0.14], [-0.11, 0.09, 0.02], [0.88, 0.06, -0.38], [1.52, 0.78, 0.00], [-0.60, -1.51, -1.68], [-0.58, -0.49, 0.14], [-0.12, -0.30, 0.17], [-0.11, 0.53, -0.19], [-0.01, 0.15, 0.52], [-0.13, 0.42, 0.84], [0.09, 0.24, 0.14]]
}


{
  "formula": "C4H12",
  "method": "ωB97M-V with the def2-TZVPD basis set",
  "gap_ha": 0.4481,
  "e_above_lowest_ev": 1.145,
  "smiles": "CC.CC",
  "elements": ["C", "C", "H", "H", "H", "H", "H", "H", "C", "C", "H", "H", "H", "H", "H", "H"],
  "coordinates": [[1.693, 0.882, -1.617], [0.473, 0.011, -1.967], [1.485, 1.928, -1.208], [2.396, 0.327, -1.007], [2.350, 0.960, -2.638], [-0.318, 0.125, -1.105], [0.067, 0.463, -2.921], [0.594, -1.069, -1.787], [-0.593, -1.122, 1.649], [-1.540, 0.143, 1.866], [-0.810, -1.690, 2.501], [-0.855, -1.615, 0.737], [0.431, -0.734, 1.723], [-1.257, 0.999, 1.269], [-1.603, 0.553, 2.851], [-2.513, -0.161, 1.654]],
  "atomic_forces_ev_per_a": [[1.72, 0.24, -2.47], [-1.90, 1.59, 2.22], [0.21, -1.60, -0.64], [-0.04, 0.21, 0.69], [-1.56, 0.31, 2.30], [1.02, 0.47, -1.69], [0.00, -1.51, 0.97], [0.54, 0.30, -1.37], [-0.52, 3.46, 0.74], [1.71, -0.58, -0.61], [0.03, -1.50, 0.99], [0.21, -0.30, -0.47], [-0.07, -0.63, -0.40], [-0.02, 0.03, -0.59], [0.49, -0.21, 1.02], [-1.82, -0.27, -0.69]]
}


{
  "formula": "C4H12",
  "method": "ωB97M-V with the def2-TZVPD basis set",
  "gap_ha": 0.4651,
  "e_above_lowest_ev": 0.403,
  "smiles": "CC.CC",
  "elements": ["C", "C", "H", "H", "H", "H", "H", "H", "C", "C", "H", "H", "H", "H", "H", "H"],
  "coordinates": [[2.432, 0.660, 0.262], [2.247, -0.868, 0.468], [3.439, 0.867, -0.092], [1.775, 0.885, -0.580], [2.167, 1.253, 1.129], [1.699, -1.385, -0.317], [1.718, -1.047, 1.404], [3.213, -1.373, 0.512], [-2.166, 0.858, -0.433], [-2.532, -0.639, -0.276], [-2.831, 1.537, 0.092], [-1.152, 0.808, -0.026], [-2.053, 1.242, -1.446], [-1.899, -1.240, -0.923], [-3.595, -0.853, -0.409], [-2.331, -0.899, 0.766]],
  "atomic_forces_ev_per_a": [[-0.42, -1.20, -1.22], [0.40, 0.15, 0.64], [0.07, 0.23, 0.26], [-0.06, 0.67, 0.20], [0.09, 0.06, 0.05], [-0.14, 0.33, -0.15], [0.05, -0.21, -0.02], [-0.02, -0.02, 0.25], [0.73, -1.02, -0.04], [-0.60, 0.81, 0.25], [0.15, -0.05, 0.35], [-0.05, 1.07, 0.20], [-0.27, -0.36, -0.18], [-0.18, -0.20, -0.04], [0.11, -0.09, -0.43], [0.13, -0.17, -0.11]]
}


{
  "formula": "C4H12",
  "method": "ωB97M-V with the def2-TZVPD basis set",
  "gap_ha": 0.4596,
  "e_above_lowest_ev": 1.703,
  "smiles": "CC.CC",
  "elements": ["C", "C", "H", "H", "H", "H", "H", "H", "C", "C", "H", "H", "H", "H", "H", "H"],
  "coordinates": [[-1.827, 0.106, 0.350], [-1.433, -1.474, 0.327], [-1.095, 0.781, -0.149], [-2.643, 0.189, -0.393], [-1.931, 0.475, 1.316], [-2.507, -2.046, 0.315], [-0.994, -1.808, 1.197], [-0.897, -1.560, -0.506], [1.309, 0.441, -0.936], [2.036, 0.769, 0.404], [0.681, -0.341, -1.027], [0.725, 1.328, -1.293], [1.962, 0.280, -1.682], [1.378, 0.836, 1.214], [2.992, 0.163, 0.601], [2.243, 1.862, 0.262]],
  "atomic_forces_ev_per_a": [[1.12, -1.72, -2.85], [-6.41, 2.38, 1.72], [0.12, -0.85, 0.56], [-0.31, 0.22, 1.17], [-1.03, 0.63, 1.54], [2.74, 1.14, -0.41], [1.42, -0.51, 1.71], [2.09, -1.32, -3.30], [-0.24, 3.67, 2.04], [1.21, 0.81, -2.22], [-2.14, -2.80, 0.59], [0.39, -0.57, 0.51], [2.86, -0.38, -2.59], [-0.98, -0.72, 1.47], [-1.62, 0.97, -0.21], [0.77, -0.93, 0.26]]
}


{
  "formula": "C4H12",
  "method": "ωB97M-V with the def2-TZVPD basis set",
  "gap_ha": 0.4352,
  "e_above_lowest_ev": 2.594,
  "smiles": "CC.CC",
  "elements": ["C", "C", "H", "H", "H", "H", "H", "H", "C", "C", "H", "H", "H", "H", "H", "H"],
  "coordinates": [[-0.707, -1.307, -0.455], [-1.342, -0.711, -1.728], [-1.108, -2.236, 0.168], [0.372, -1.390, -0.696], [-0.776, -0.628, 0.435], [-2.531, -0.661, -1.536], [-1.205, -1.211, -2.645], [-0.778, 0.308, -1.562], [1.403, 0.521, 1.260], [0.457, 1.663, 0.871], [1.196, -0.499, 1.459], [1.963, 0.044, 0.291], [2.269, 0.619, 1.914], [-0.332, 1.046, 0.604], [0.362, 2.251, 1.710], [0.758, 2.191, -0.092]],
  "atomic_forces_ev_per_a": [[0.08, -1.68, 2.16], [-2.11, 2.07, 3.90], [0.67, 1.08, -2.31], [-0.51, -0.46, 0.60], [0.01, -0.08, -1.29], [2.70, 0.48, -0.65], [0.65, -0.48, -0.90], [-1.76, -1.36, -1.68], [4.36, -1.46, -3.29], [2.55, -1.86, -2.05], [-2.36, -0.73, 1.17], [-0.75, 1.90, 1.36], [-0.08, 1.15, 0.18], [-2.53, 0.11, -0.25], [-0.89, 1.72, 1.45], [-0.03, -0.39, 1.62]]
}